12
Properties=species:S:1:pos:R:3:forces:R:3 method="wB97M-V/def2-TZVPD" orbital_gap_ev=10.5 smiles="[H]/N=C/N.O=CO" homo_ev=-10.07 lumo_energy_ev=0.5
H -1.607468 0.648269 1.063554 -0.0571 -0.1155 1.0550
N -0.737022 0.119066 1.081783 0.2817 0.6999 -1.1379
C 0.271480 0.752195 1.554443 -2.0287 -0.3053 -0.9778
N 1.574204 0.360046 1.262526 0.6893 -0.0452 1.7577
H 0.025590 1.611725 2.182623 0.8601 0.1185 0.1082
H 1.749512 -0.448201 1.855840 0.5955 0.1374 -0.1914
H 1.847720 0.163474 0.312422 -0.7912 -0.1502 -0.2932
O -1.457744 -0.054998 -2.894610 -0.3037 0.3592 0.4214
C -0.719354 -0.734776 -2.243170 0.6511 -0.4783 -1.3310
O 0.106248 -0.334677 -1.275034 -1.3441 -0.0474 1.0867
H -0.566588 -1.789660 -2.522426 -0.0823 -0.1954 0.1649
H -0.486578 -0.292463 -0.377955 1.5294 0.0223 -0.6626